DFT (ωB97M-V/def2-TZVPD) results for a 10-piece molecular cluster, C25H67F6NO26PS8 overall.

Summary:
* E: -194012.2598 eV
* charge: -1
* 2S+1: 1
* energy relative to the best compared isomer or geometry (same formula, charge and spin): 136.95 kJ/mol
* Kohn-Sham gap: 10.44 eV
* E_LUMO: 1.8 eV

Structure (XYZ):
```
134
Properties=species:S:1:pos:R:3:forces:R:3
S 4.465 0.991 -2.613 -1.7 0.8 1.6
C -6.505 -1.805 4.067 0.2 -0.8 -1.7
C 0.247 -4.201 1.818 0.6 0.2 -1.1
S -4.590 -2.728 0.423 1.2 0.7 0.2
O 1.439 -4.512 -0.320 0.7 -0.6 -1.5
H -1.716 -4.431 -5.688 -0.3 -0.5 0.2
H 5.958 -1.024 -3.816 0.2 0.0 -0.1
H -2.965 -0.957 0.215 0.0 -0.1 -0.3
O -1.602 5.341 3.210 -0.5 -0.9 -0.6
F -1.563 0.923 0.227 -0.1 -0.3 0.1
O 2.476 -5.153 -2.516 -0.7 -0.5 -0.6
H 2.407 3.524 -0.352 -0.1 -0.5 0.1
C -2.936 1.704 -2.257 -0.2 1.2 -0.1
O 4.583 2.342 -1.992 0.0 -3.5 -2.0
O -2.702 3.137 -4.549 -0.6 0.7 1.8
O -2.001 -1.104 -3.798 0.2 -2.9 -0.5
H 4.056 -2.731 -2.003 -0.3 0.3 -0.1
O -3.433 -3.672 0.542 -3.4 2.1 -0.3
H 2.820 0.082 3.582 0.1 0.1 -0.2
S 3.891 -2.076 3.562 -1.2 -0.8 0.2
H -7.028 -0.885 3.804 0.5 0.2 0.2
H -4.132 4.654 -0.130 -0.4 0.5 -0.1
H -0.236 4.509 1.140 0.4 -0.3 -0.8
H -0.554 -3.752 1.230 -0.2 0.1 0.3
F 1.531 0.257 -0.406 0.1 0.1 -0.4
C 3.112 3.820 0.425 -0.3 0.1 -0.3
C 2.006 -2.122 5.574 1.0 -0.3 0.3
C -1.388 2.608 -4.883 1.1 0.8 -0.3
O 4.840 -1.651 4.564 -0.6 0.2 -0.8
F -0.492 -0.119 -1.526 0.1 0.0 0.5
H 0.019 -5.257 1.960 0.2 -0.1 -0.4
S 3.326 3.708 4.227 -0.4 0.0 0.2
C -6.155 -2.639 2.728 -0.8 0.0 1.1
C -1.225 4.377 0.702 -0.1 -0.3 1.8
H -6.183 5.133 1.154 -0.1 -0.2 -0.1
H 7.436 0.224 -5.358 0.2 -0.2 -0.1
S -3.034 3.442 -2.905 0.4 -0.5 -0.5
H 1.902 3.026 2.065 0.0 -0.2 -0.1
H 2.306 -4.702 1.494 0.4 0.6 0.2
H 2.276 -1.691 7.606 -0.3 -0.5 0.4
O 5.462 0.952 -3.924 -2.0 0.6 1.5
H -1.523 1.988 -5.769 -0.4 -0.2 0.2
C -1.201 -2.948 -1.964 -1.5 0.6 -0.1
O 3.844 3.463 2.684 0.4 1.2 2.5
O -0.711 -3.255 -4.390 -1.5 2.0 0.1
O -3.190 -3.354 -3.660 1.5 0.9 -0.8
H 4.684 -0.817 -4.973 -1.0 0.8 0.6
H -3.927 -1.263 -1.298 0.1 0.1 0.1
O 4.649 -0.229 -1.828 0.5 1.7 -0.9
H 3.336 -3.087 7.181 -0.3 0.0 -0.3
H -1.591 -3.946 -1.765 0.7 -0.3 -0.1
H 4.103 3.709 -0.015 0.0 0.0 0.3
H 1.467 4.943 3.235 -0.3 -0.4 0.5
H -0.232 4.386 -4.422 0.5 -0.1 -0.1
C -5.778 4.123 1.212 1.3 -0.5 0.0
H 2.099 -0.898 2.244 0.0 -0.4 0.3
P -0.036 0.576 -0.122 2.2 -1.5 1.7
C 2.773 0.739 -3.363 0.2 0.8 -0.1
O -4.979 -2.188 1.985 -0.3 -0.8 -0.8
H -0.983 1.998 -4.076 -0.2 -0.1 0.1
O -1.902 4.211 -2.381 -1.6 -0.8 -0.6
S 2.813 -4.614 -1.251 2.1 2.2 4.2
H -6.274 3.404 0.559 -0.3 0.3 0.0
C -0.315 3.691 -5.258 -1.6 -0.3 0.1
H -1.662 -2.343 -1.183 0.0 0.3 -0.3
O -3.560 4.874 1.803 0.8 0.0 1.3
C -0.925 -4.540 -4.945 -0.3 -0.4 -0.5
H 2.882 4.877 0.561 0.2 0.1 0.4
O 3.941 -5.179 -0.465 -2.7 0.8 -1.7
C 3.014 -0.607 2.760 1.0 -1.2 0.4
H -7.034 -2.667 2.085 0.1 0.6 -0.2
H 3.677 -1.366 6.787 0.4 -0.4 -0.4
H 1.101 -2.712 5.721 0.1 0.0 0.1
S -1.961 -2.568 -3.595 0.7 1.1 2.8
H -1.903 1.464 -2.005 -0.3 0.2 -0.3
O -1.457 -1.646 4.513 0.0 1.4 -0.5
H -3.650 -0.189 3.143 0.1 -0.4 0.8
C 1.596 -4.009 1.043 -0.4 -1.4 0.7
H -2.404 0.454 2.274 0.9 -0.2 0.3
H 0.565 -5.850 -5.869 -0.2 0.1 -0.3
H 6.147 0.679 -6.402 -0.5 -0.2 0.0
F 0.140 1.948 -0.915 -0.1 0.8 0.3
O -4.408 3.961 -2.736 2.8 -1.1 -1.0
O -5.793 -2.956 -0.377 1.5 -0.6 1.7
C 3.144 -2.768 -1.407 -0.2 -2.2 -0.1
C 2.912 -2.141 6.844 -0.8 1.4 -0.6
H -4.583 -0.288 0.084 -0.3 -0.4 -0.1
H 0.267 -3.811 2.836 0.3 0.5 -0.2
H 1.691 -1.113 5.308 0.1 0.2 0.3
H 0.408 -4.118 -6.468 0.3 -0.4 -0.3
H -0.127 -2.767 -1.921 -0.3 -0.4 -0.3
C 2.922 2.994 1.684 0.1 -0.2 -0.4
H -3.348 1.003 -2.982 0.0 0.2 0.0
H -2.636 -1.349 2.305 0.5 0.1 0.4
H 2.237 -2.408 -1.892 0.3 0.4 0.0
C 6.464 -0.111 -5.721 1.0 0.1 0.1
H -6.107 -3.676 3.060 0.9 -0.1 -0.2
H -0.629 4.243 -6.144 -0.3 0.1 0.1
H 1.708 5.279 5.039 -0.2 -0.3 -0.2
H 2.720 5.985 3.756 0.3 -0.1 0.3
H -1.498 5.206 0.050 -0.2 0.1 0.5
H 1.173 -4.485 -4.945 0.1 -0.2 0.1
F 0.426 1.211 1.363 -0.7 0.0 -1.5
H -1.379 3.428 0.190 0.3 0.1 0.2
O -1.541 0.557 4.670 0.1 -2.2 -0.7
H -5.686 -1.682 4.775 0.3 0.3 -0.5
O -2.248 2.936 2.752 0.1 1.6 -0.3
N -1.760 -0.525 4.100 -0.7 1.1 0.8
H 1.975 -2.991 0.946 -0.3 -0.1 0.6
O 2.575 -2.727 4.389 1.6 -0.1 -1.5
C 2.158 5.103 4.062 1.0 -0.1 -0.6
C -3.951 -1.124 -0.217 0.2 -0.9 0.9
H 2.624 -0.294 -3.679 0.7 0.1 -0.4
H 0.608 3.204 -5.572 0.1 -0.1 0.5
H 1.894 0.897 -2.738 0.7 0.2 1.1
O 4.420 4.166 5.071 -0.9 -0.6 -1.7
H -5.835 3.768 2.241 -0.2 0.0 0.0
H 3.693 -0.225 1.997 0.2 0.1 0.3
C -4.296 4.144 0.819 0.1 0.4 -0.9
H -1.176 -5.248 -4.156 -0.1 -0.1 -0.1
H -3.529 1.732 -1.343 0.0 0.0 -0.1
H 3.232 1.963 1.515 -0.5 0.0 -0.1
S -2.113 4.319 2.330 -0.9 -0.2 -1.9
H 6.572 -1.051 -6.262 0.1 0.1 -0.1
C 5.554 -0.319 -4.543 1.0 -1.1 -0.8
O 2.576 2.545 4.655 0.6 0.7 -0.6
H -7.227 -2.396 4.630 -0.1 -0.3 -0.3
H -3.820 3.197 0.566 -0.3 -0.6 0.9
C -2.618 -0.425 2.883 -0.6 0.2 -0.8
C 0.379 -4.805 -5.621 0.7 0.1 0.0
F -0.053 -0.921 0.618 -1.1 0.9 -0.4
H 3.323 -2.338 -0.422 -0.1 -0.1 -0.2
H 2.614 1.498 -4.129 0.4 -0.3 -0.5
O 4.341 -3.074 2.585 -1.3 1.7 1.4
```
Forces are in eV/Å.

=====

DFT (ωB97M-V/def2-TZVPD) results for C5H11N as an isolated structure.

Summary:
* E: -6846.6752 eV
* 2S+1: 1
* energy relative to the best compared isomer or geometry (same formula, charge and spin): 661.25 kJ/mol
* Kohn-Sham gap: 5.23 eV
* E_LUMO: -0.9 eV

Structure (XYZ):
```
17
Properties=species:S:1:pos:R:3:forces:R:3
H 3.152 -0.215 0.253 -0.4 0.3 -0.3
C -1.120 -0.929 0.646 1.2 -1.4 0.1
H -2.757 1.603 -0.082 -1.6 1.0 -0.5
N -1.859 1.284 0.122 1.6 -2.0 0.2
H -1.888 -1.041 1.450 1.6 0.6 0.1
C -1.756 -0.033 -0.399 -1.7 1.4 -0.6
H -1.048 -1.920 0.177 0.0 0.0 0.0
H 0.635 -0.112 1.795 0.3 0.3 -0.8
C 1.060 -0.113 -0.482 1.8 -1.7 3.6
H -2.688 -0.547 -0.683 -0.3 0.3 -0.1
H 0.886 -0.817 -1.316 -0.3 1.2 0.3
H 3.034 0.836 -1.184 -0.8 -0.3 0.5
H 2.432 1.417 0.406 -0.1 -0.6 -0.5
C 0.303 -0.420 0.790 -0.6 -0.8 -0.7
H -1.144 -0.159 -1.322 0.5 0.2 0.0
C 2.500 0.524 -0.258 -0.7 -0.2 -0.1
H 0.258 0.640 0.088 -0.7 1.8 -1.3
```
Forces are in eV/Å.

=====

DFT (ωB97M-V/def2-TZVPD) results for a 5-piece molecular cluster, C31H36BrF2NO3Si overall.

Summary:
* E: -123719.1516 eV
* 2S+1: 1
* energy relative to the best compared isomer or geometry (same formula, charge and spin): 12.33 kJ/mol
* Kohn-Sham gap: 9.84 eV
* E_LUMO: 0.5 eV

Structure (XYZ):
```
75
Properties=species:S:1:pos:R:3:forces:R:3
H -0.998 -5.576 -3.210 0.0 0.0 0.0
H -7.403 0.921 2.202 0.0 0.0 0.0
H 2.124 3.925 2.785 0.0 0.3 0.2
H -0.233 -9.769 -3.558 0.0 0.0 0.0
C -4.257 -1.274 1.797 0.0 0.0 0.0
C 3.291 -2.112 -0.187 0.0 0.0 0.0
Br -1.734 4.973 2.391 0.1 0.1 0.1
C -6.523 0.303 2.086 0.0 0.0 0.0
H -2.445 2.197 1.891 -0.4 -0.4 0.1
C -6.288 -0.743 2.966 0.0 0.0 0.0
C 0.704 -6.310 -2.131 0.0 0.0 0.0
H 3.402 -3.150 0.097 0.0 0.0 0.0
C -0.887 -2.392 -2.180 0.0 0.0 0.0
Si 1.815 4.676 1.554 -0.5 -0.7 -0.2
C 3.950 -1.624 -1.308 0.0 0.0 0.0
H 4.166 5.247 0.804 0.1 0.3 0.1
F 3.106 7.585 2.669 0.3 0.4 -0.5
O 1.798 6.764 4.235 0.6 0.1 -1.5
H 1.976 -1.646 1.442 0.0 0.0 0.0
H 0.965 -5.341 -1.726 0.0 0.0 0.0
C 4.628 2.925 1.494 0.3 -0.1 0.4
C -0.645 -0.144 -1.371 -0.1 0.0 -0.1
H -0.458 -3.363 -2.390 0.0 0.0 0.0
H 4.119 2.807 2.445 -0.3 0.0 0.2
C 2.340 0.062 0.197 0.1 0.0 0.1
H -5.811 1.372 0.368 0.0 0.0 0.0
H 3.154 4.879 -0.568 -0.2 0.2 -0.4
C 2.044 6.903 3.070 -1.6 -0.6 2.6
C -1.727 2.461 1.132 0.4 0.6 0.5
H 2.338 -7.318 -1.174 0.0 0.0 0.0
C -2.230 -2.155 -2.442 0.0 0.0 0.0
H 4.318 0.088 -2.547 0.0 0.0 0.0
H -3.371 -1.886 1.685 0.0 0.0 0.0
H -1.185 1.601 0.766 -0.1 -0.4 -0.1
H 1.742 -9.531 -2.094 0.0 0.0 0.0
H -3.826 -0.725 -2.377 0.0 0.0 0.0
C 3.803 -0.293 -1.675 0.0 -0.1 0.0
H -0.047 4.417 -0.055 -0.2 0.0 -0.4
C 1.084 7.232 0.965 -1.7 1.9 1.0
H 5.125 1.996 1.279 0.0 -0.5 -0.3
H 0.728 2.877 0.333 0.2 -0.2 -0.3
H -2.418 1.064 -1.415 0.0 0.0 0.0
H 4.578 -2.281 -1.895 0.0 0.0 0.0
C -5.155 -1.531 2.823 0.0 0.0 0.0
C -0.737 -7.687 -3.475 0.0 0.0 0.0
H 0.952 -1.571 -1.451 0.0 0.0 0.0
C -1.988 0.094 -1.631 0.1 0.0 -0.1
C -5.627 0.558 1.057 0.0 0.0 0.0
C -4.495 -0.232 0.912 0.0 0.1 0.0
H 1.712 0.720 0.786 0.0 0.0 0.0
H -3.796 -0.036 0.110 -0.1 0.0 0.1
C 1.139 -8.665 -2.335 0.0 0.0 0.0
C 1.475 -7.421 -1.820 0.0 0.0 0.0
C -0.093 -1.386 -1.648 -0.1 0.0 -0.1
C 2.996 0.550 -0.923 -0.1 0.0 -0.1
C 0.349 3.807 0.747 0.4 0.8 0.6
H 2.878 1.585 -1.207 0.0 0.0 0.0
H -4.971 -2.346 3.511 0.0 0.0 0.0
H -0.256 2.986 2.603 0.0 -0.1 0.6
H -2.224 2.970 0.321 -0.3 0.0 -0.4
F 1.661 6.888 -0.182 0.1 -0.6 -0.3
H -0.028 0.641 -0.954 0.0 0.0 0.0
C -0.399 -6.443 -2.962 0.0 0.0 0.0
C 0.031 -8.798 -3.160 0.0 0.0 0.0
H -6.990 -0.945 3.765 0.0 0.0 0.0
H -2.847 -2.939 -2.860 0.0 0.0 0.0
O 3.766 3.248 0.441 -0.2 0.1 -0.2
H -1.598 -7.790 -4.121 0.0 0.0 0.0
C -0.733 3.425 1.744 -0.1 -0.1 -0.6
C 2.488 -1.267 0.567 0.1 0.0 0.1
C -2.780 -0.911 -2.170 0.0 0.0 -0.1
O 0.421 8.226 1.039 1.0 -1.1 -0.2
H 5.402 3.673 1.633 0.2 0.4 -0.1
C 3.349 4.617 0.459 0.0 -0.3 0.3
N 1.286 6.336 2.032 1.6 0.0 -1.2
```
Forces are in eV/Å.

=====

Which of these has the highest E? C5H11N